P:
Computed, not measured: 10 unconnected molecules or ions with the total composition H18NO12, with the ωB97M-V functional and the def2-TZVPD basis.

Results
LUMO   2.61 eV
Net charge   -1

XYZ file:
```
31
Properties=species:S:1:pos:R:3:lowdin_charge:R:1
N 0.5415 1.0087 0.1428 -0.5153
O -0.0430 1.2688 1.1699 0.0328
O 0.1657 1.5016 -0.9411 -0.0329
O 1.3993 0.1138 0.0544 -0.0612
O 1.1319 -2.6460 0.1555 -0.0083
H 1.6196 -3.1191 -0.4882 0.0158
H 1.4008 -1.7582 0.0515 -0.0450
O -0.9480 1.3260 -3.5758 -0.0304
H -0.4654 1.0646 -4.3542 0.0507
H -0.3530 1.8825 -3.0698 0.0335
O -0.9233 -0.9784 -2.1455 -0.0577
H 0.0144 -1.1150 -2.2047 -0.0299
H -1.1057 -0.1336 -2.5468 -0.0082
O 2.9554 -0.8850 2.3098 -0.0606
H 3.2515 -1.6943 1.8757 0.0249
H 2.5815 -0.3319 1.6339 -0.0222
O -2.7101 0.0228 3.2006 -0.0667
H -2.2345 -0.1424 4.0113 0.0091
H -2.0075 0.3236 2.6160 -0.0116
O -2.2161 2.6827 -1.0016 -0.1007
H -2.4190 2.7232 -0.0319 0.0502
H -1.2778 2.4435 -0.9856 -0.0395
O -1.7709 -0.9246 0.4186 -0.0601
H -1.4667 -0.8496 -0.5047 -0.0154
H -0.9933 -1.2448 0.8531 -0.0050
O 0.1257 0.6797 3.7453 -0.1018
H 0.0017 -0.2305 3.3750 0.0486
H 0.2523 1.1309 2.8857 -0.0063
O 1.6102 -0.7239 -2.5214 -0.0416
H 1.5842 -0.0548 -1.8379 0.0075
H 2.2985 -1.3402 -2.2898 0.0473
```

***

Q:
Computed, not measured: 10 unconnected molecules or ions with the total composition H18NO12, with the ωB97M-V functional and the def2-TZVPD basis.

Results
LUMO   2.73 eV
Net charge   -1

XYZ file:
```
31
Properties=species:S:1:pos:R:3:lowdin_charge:R:1
N 2.8042 -26.0952 -21.4342 -0.5407
O 2.0923 -25.8297 -22.4408 -0.0612
O 2.9796 -25.2353 -20.5473 -0.0185
O 3.3635 -27.2056 -21.3403 0.0004
O 1.0931 -23.0069 -23.1653 -0.0765
H 1.8943 -22.5310 -22.9152 0.0283
H 1.3461 -23.9413 -23.1189 -0.0038
O 5.0504 -25.0356 -23.9918 -0.0568
H 4.1623 -25.3929 -23.8521 0.0112
H 5.1632 -25.0414 -24.9478 0.0307
O 0.9982 -25.9685 -18.2937 -0.0566
H 1.3773 -25.8416 -19.1776 0.0019
H 0.2731 -26.5889 -18.4194 0.0200
O 1.5864 -27.6704 -24.5567 -0.0768
H 1.7642 -27.2883 -23.6701 0.0034
H 0.8857 -27.1229 -24.9219 0.0434
O -1.1886 -27.2035 -21.4237 -0.0569
H -1.4658 -27.3577 -20.5150 0.0274
H -0.3417 -26.7432 -21.3508 0.0164
O 2.1890 -22.3880 -20.2084 -0.0787
H 2.3767 -23.2976 -20.4954 -0.0100
H 1.2542 -22.2676 -20.4061 0.0264
O 5.7793 -26.4655 -19.3326 -0.0738
H 4.9431 -26.3247 -19.8037 -0.0084
H 5.6366 -26.0640 -18.4703 0.0252
O 4.0600 -29.1083 -23.9450 -0.0738
H 3.2167 -28.6554 -24.1118 -0.0176
H 4.4926 -28.5668 -23.2728 0.0209
O 1.5456 -29.7658 -21.1151 -0.0708
H 2.1822 -29.0615 -21.3131 -0.0042
H 1.0713 -29.9011 -21.9424 0.0294
```

***

Top of the stability list: Q, leading by 12.5 kcal/mol.

***

P:
Computed, not measured: C12H21N7O3 in the gas phase, with the ωB97M-V functional and the def2-TZVPD basis.

Results
LUMO   0.36 eV

XYZ file:
```
43
Properties=species:S:1:pos:R:3:lowdin_charge:R:1
H 2.2802 -4.7696 -2.4230 0.0241
N 2.9088 -3.9637 -2.4731 0.1060
C 2.6010 -3.0383 -1.6535 -0.5858
N 3.2525 -1.7708 -1.6796 0.1121
N 1.6703 -3.1456 -0.6581 -0.0062
C 0.5388 -4.0352 -0.7767 -0.1868
C -0.8550 -3.7395 -0.0355 -0.1694
C -1.6702 -2.5767 -0.5119 -0.1515
C -1.1644 -1.1083 -0.2433 -0.1856
N 0.1469 -0.8537 -0.8288 0.1192
C 0.7428 0.3795 -0.8278 -0.3825
O 1.6526 0.6222 -1.6350 0.0240
C 0.1863 1.4455 0.1672 -0.3163
N 1.0231 1.5902 1.3223 0.0737
C -0.1508 2.8290 -0.6495 -0.0454
C -0.8602 3.7101 0.3719 -0.2815
C -1.5048 4.8370 0.0122 -0.0565
N -2.0225 5.3875 1.1992 0.0527
C -1.6684 4.5398 2.1307 -0.2529
N -0.9609 3.5238 1.7659 0.1050
C -1.1743 -0.9803 1.3468 -0.4680
O -0.2251 -1.2100 2.0760 0.1057
O -2.4397 -0.7874 1.8231 0.0838
H 3.7226 -1.8092 -2.5876 0.0845
H 2.5666 -0.9982 -1.7428 0.0303
H 1.8456 -2.7595 0.2623 0.1483
H 0.8579 -5.0250 -0.4081 0.1087
H 0.3542 -4.2770 -1.8445 0.1159
H -1.4947 -4.5755 -0.1960 0.0947
H -0.7063 -3.6968 1.0897 0.1302
H -2.6333 -2.6959 -0.0243 0.1120
H -1.8553 -2.8280 -1.5849 0.1330
H -1.8664 -0.3857 -0.5946 0.1314
H 0.4691 -1.4498 -1.5905 0.1405
H -0.8334 1.0472 0.4476 0.1161
H 0.3864 2.2312 1.8398 0.0458
H 1.6495 2.2826 0.9015 0.0893
H 0.7118 3.3847 -0.9696 0.1072
H -0.7282 2.6015 -1.5445 0.1166
H -1.8171 5.4062 -0.9386 0.1489
H -2.7514 6.0721 1.3687 0.1572
H -1.9031 4.8502 3.1242 0.1227
H -2.4101 -0.5536 2.7845 0.1486
```

***

Q:
Computed, not measured: C12H21N7O3 in the gas phase, with the ωB97M-V functional and the def2-TZVPD basis.

Results
LUMO   0.32 eV

XYZ file:
```
43
Properties=species:S:1:pos:R:3:lowdin_charge:R:1
H 1.9775 -2.4305 -0.7192 0.0103
N 2.9954 -2.4068 -0.5194 0.0611
C 3.4887 -1.2058 -0.2373 -0.5136
N 4.9164 -0.9652 -0.0831 0.0799
N 2.7336 -0.0326 -0.0948 0.0204
C 3.0702 1.4876 -0.0400 -0.1464
C 1.7905 2.2701 0.1589 -0.2512
C 0.6168 1.5613 -0.4937 -0.1124
C -0.8611 2.4103 -0.4246 -0.1929
N -0.5234 3.8050 0.0345 0.0522
C -1.5520 1.7050 0.7429 -0.4829
O -1.4878 2.0218 1.9402 0.0544
N -1.9380 0.4758 0.4266 0.0764
C -2.6895 -0.1445 -0.6892 -0.1890
C -1.8896 -1.3180 -1.4136 -0.0473
C -1.3261 -1.9929 -0.2268 -0.3107
C -1.6318 -3.2133 0.2859 -0.0651
N -0.7488 -3.4712 1.2694 0.0719
C 0.1677 -2.3990 1.2976 -0.1231
N -0.0883 -1.5371 0.3149 0.0902
C -4.1357 -0.4408 -0.3656 -0.4798
O -4.8568 -0.8380 -1.2144 0.1398
O -4.6360 0.0433 0.8409 0.0740
H 5.1290 -0.6858 0.8568 0.0619
H 5.3169 -1.9219 -0.1331 0.0837
H 1.7411 -0.2012 0.0060 0.0382
H 3.6635 1.7661 -0.9992 0.1405
H 3.6822 1.6263 0.8594 0.1018
H 1.5521 2.3695 1.1323 0.0693
H 1.9834 3.2670 -0.1978 0.1082
H 0.6061 0.4975 -0.5840 0.0321
H 1.2176 1.7207 -1.5384 0.1566
H -1.3958 2.2464 -1.4023 0.1368
H -1.2174 3.8868 0.7476 0.0467
H -0.7171 4.4856 -0.7156 0.0884
H -1.9855 -0.0034 1.3555 0.1637
H -2.9318 0.5876 -1.5476 0.1793
H -2.5564 -1.9889 -2.1187 0.1687
H -1.0907 -0.8887 -1.9895 0.1042
H -2.4475 -3.8141 0.1060 0.1070
H -0.9675 -4.2419 1.8557 0.1396
H 1.0559 -2.3305 1.8848 0.1132
H -4.0304 0.2386 1.6320 0.1438
```

***

Top of the stability list: P, leading by 52.3 kcal/mol.

***

P:
Computed, not measured: C7H12N3O2P in the gas phase, with the ωB97M-V functional and the def2-TZVPD basis.

Results
LUMO   -1.36 eV

XYZ file:
```
25
Properties=species:S:1:pos:R:3:lowdin_charge:R:1
O 0.0942 -3.3373 -2.3888 0.2757
C -0.0455 -2.1936 -2.3750 -0.1220
C -0.3938 -0.9685 -2.6096 0.0065
N -0.3575 0.0078 -1.4882 -0.0855
C -1.3155 -0.3234 -0.4100 -0.1160
N -1.2248 0.4471 0.8352 -0.1647
C -0.5057 1.6330 0.5205 -0.2305
N 0.8383 1.3026 0.1525 -0.1725
C 0.9234 0.1804 -0.7973 -0.1434
C 1.7121 0.9633 1.2837 -0.3177
P 0.9834 -0.5220 2.3837 0.6352
O 1.2706 -1.7108 1.4795 -0.6395
C -0.8607 -0.1694 2.1475 -0.3304
H -0.1324 -0.4038 -3.4188 0.1108
H -0.6079 0.9308 -1.7834 0.1620
H -1.1738 -1.3940 -0.3347 0.1315
H -2.3061 -0.2614 -0.8687 0.1386
H -1.0135 2.0801 -0.2629 0.0874
H -0.5735 2.3729 1.4768 0.1913
H 1.6832 0.3426 -1.4976 0.1211
H 1.1123 -0.8282 -0.3224 0.1138
H 2.8313 0.5555 0.9778 0.1326
H 1.7633 1.8080 1.9949 0.0500
H -1.2765 0.5874 2.9333 0.0935
H -1.4249 -1.0991 2.3719 0.0723
```

***

Q:
Computed, not measured: 2 unconnected molecules or ions with the total composition C7H12N3O2P, with the ωB97M-V functional and the def2-TZVPD basis.

Results
LUMO (alpha / beta)   -0.54 / -0.21 eV

XYZ file:
```
25
Properties=species:S:1:pos:R:3:lowdin_charge:R:1
C -3.3501 0.3058 -0.1176 -0.7628
C 0.2520 0.7913 -1.4165 -0.1814
C 1.2986 0.2769 0.6693 -0.0928
C -0.8596 1.3757 0.5784 -0.0887
C 0.4664 -1.5041 -0.9656 -0.3137
C -0.7409 -1.0568 1.3615 -0.2804
C -2.0298 0.0003 -0.8911 -0.2809
N 1.0247 -0.1510 -0.6821 -0.1828
N -1.0815 1.0263 -0.7877 -0.1137
N -0.0606 0.2935 1.3926 -0.0508
O -3.9634 1.3391 -0.1555 0.0447
O -3.2877 -0.6525 0.6626 -0.1217
P -1.3655 -1.6823 -0.3165 1.0277
H 0.6242 1.7707 -1.7090 0.1282
H -0.0936 0.1981 -2.4016 0.1463
H 1.8517 -0.5515 1.1844 0.1488
H 1.7191 1.2529 0.6873 0.1246
H -0.2789 2.2334 0.5507 0.1059
H -1.8703 1.5761 1.0935 0.1695
H 0.8314 -1.8128 -1.9369 0.0774
H 0.8158 -2.1248 -0.1430 0.0431
H -0.1654 -1.8093 1.8907 0.0852
H -1.6447 -1.0071 1.9777 0.0851
H -1.9489 -1.5440 -3.1705 0.0982
H 0.0820 0.5292 2.3922 0.1851
```

***

Top of the stability list: P, leading by 42.7 kcal/mol.